No. 1
Molecular formula: C11H14N2OS
Method: DFT, wB97M-V/def2-TZVPD

Geometry as XYZ:
```
29
Properties=species:S:1:pos:R:3
C 2.195 0.626 1.046
C 1.081 1.219 1.385
C 1.380 -0.407 -1.166
C -0.227 0.291 -0.444
C 1.621 -1.773 -1.594
C -2.413 -2.165 0.649
C -2.153 -0.947 1.559
C 2.472 0.052 -0.253
C -0.066 1.483 0.385
C -2.718 -0.817 0.148
C 0.221 2.770 -0.463
N 2.788 -2.085 -0.867
N 3.284 -1.222 -0.225
O -2.493 1.000 -1.766
S -1.809 -0.219 -1.353
H 3.056 0.633 1.713
H 0.984 1.468 2.373
H 0.957 -2.649 -1.574
H 1.688 -1.573 -2.700
H -1.681 -2.779 0.258
H -3.287 -2.790 0.823
H -2.754 -0.727 2.442
H -1.127 -0.598 1.586
H 3.127 0.757 -0.826
H -1.034 1.780 0.833
H -3.734 -0.430 -0.078
H 1.173 2.755 -1.060
H 0.053 3.681 0.266
H -0.583 2.670 -1.097
```

For the HOMO energy (spin up / spin down), the calculation gives -0.3107 / -0.3149 Ha. The energy above the lowest of the compared OMol25 structures with the same formula, charge and spin comes out at 239.2 kcal per mole. The calculation puts the largest force on an atom at 9.57 eV/A. The LUMO energy (spin up / spin down) is -0.17 / -0.50 eV. For the HOMO-LUMO gap (spin up / spin down), the calculation gives 8.3 / 8.1 eV. As for the multiplicity: 1. Its total energy is -1010.15332 Ha.

No. 2
Molecular formula: C4H11N2OS
Method: DFT, wB97M-V/def2-TZVPD

Geometry as XYZ:
```
19
Properties=species:S:1:pos:R:3
N 0.254 -2.541 1.127
C -0.514 -1.881 0.265
O -1.620 -2.219 -0.121
C 0.073 -0.592 -0.332
N -0.787 -0.320 -1.527
C 0.004 0.592 0.643
C 0.787 1.803 0.126
S -0.001 3.293 0.790
H -0.102 -3.381 1.559
H 1.090 -2.098 1.473
H 1.106 -0.732 -0.656
H -1.407 -1.131 -1.665
H -0.230 -0.157 -2.367
H -1.363 0.506 -1.360
H 0.453 0.257 1.571
H -1.031 0.804 0.917
H 1.822 1.706 0.408
H 0.784 1.869 -0.961
H 0.681 4.223 0.109
```

For the HOMO energy, the calculation gives -0.4658 Ha. The energy above the lowest of the compared OMol25 structures with the same formula, charge and spin comes out at 6.3 kcal per mole. The calculation puts the largest force on an atom at 0.83 eV/A. The charge is +1. The LUMO energy is -3.39 eV. For the HOMO-LUMO gap, the calculation gives 9.3 eV. The structure (SMILES) is NC(=O)[C@@H]([NH3+])CCS. As for the multiplicity: 1. Its total energy is -741.72628 Ha.

No. 3
Molecular formula: C12H20N2O2S
Method: DFT, wB97M-V/def2-TZVPD

Geometry as XYZ:
```
37
Properties=species:S:1:pos:R:3
C -3.312 -2.218 -0.609
C -2.274 -2.513 0.466
C -1.322 -1.341 0.707
C -0.329 -1.155 -0.442
N 0.515 0.004 -0.203
C 1.920 -0.120 -0.182
C 2.647 0.703 0.673
C 4.026 0.618 0.719
C 4.698 -0.296 -0.075
C 3.980 -1.112 -0.931
C 2.602 -1.022 -0.994
S -0.093 1.416 -0.852
O 0.919 2.426 -0.813
O -0.725 1.140 -2.106
N -1.320 1.764 0.252
C -0.774 2.157 1.531
C -2.278 2.707 -0.290
H -3.891 -1.336 -0.343
H -2.841 -2.036 -1.571
H -3.994 -3.058 -0.717
H -1.698 -3.399 0.187
H -2.791 -2.739 1.402
H -1.895 -0.422 0.825
H -0.756 -1.513 1.625
H -0.860 -1.001 -1.384
H 0.295 -2.047 -0.523
H 2.125 1.421 1.284
H 4.578 1.266 1.383
H 5.775 -0.365 -0.034
H 4.496 -1.817 -1.567
H 2.058 -1.642 -1.690
H -0.193 3.083 1.454
H -0.127 1.353 1.875
H -1.589 2.295 2.240
H -1.868 3.721 -0.349
H -2.537 2.368 -1.289
H -3.167 2.710 0.341
```

For the HOMO energy, the calculation gives -0.3218 Ha. The energy above the lowest of the compared OMol25 structures with the same formula, charge and spin comes out at 21.8 kcal per mole. The calculation puts the largest force on an atom at 1.11 eV/A. The LUMO energy is 0.82 eV. For the HOMO-LUMO gap, the calculation gives 9.6 eV. The structure (SMILES) is CCCCN(c1ccccc1)S(=O)(=O)N(C)C. As for the multiplicity: 1. Its total energy is -1127.40859 Ha.

No. 4
Molecular formula: C6H14O2
Method: DFT, wB97M-V/def2-TZVPD

Geometry as XYZ:
```
22
Properties=species:S:1:pos:R:3
C 0.916 0.945 2.018
C -0.199 0.359 1.601
C -0.987 0.496 0.379
C -0.869 1.242 -0.714
C -1.873 1.190 -1.836
C -1.965 -0.128 -2.573
H 1.449 0.873 2.958
H 1.625 1.543 1.434
H -0.609 -0.334 2.335
H -1.854 -0.158 0.420
H 0.047 1.808 -0.887
H -2.876 1.420 -1.455
H -1.567 1.879 -2.615
H -2.492 0.125 -3.505
H -2.497 -1.043 -2.325
H -1.001 -0.532 -2.900
O 3.091 -0.379 0.563
H 2.447 -0.990 0.915
H 3.638 -0.110 1.307
O 2.111 -2.851 1.858
H 1.425 -2.226 2.072
H 2.042 -3.128 0.949
```

For the HOMO energy, the calculation gives -0.3211 Ha. The energy above the lowest of the compared OMol25 structures with the same formula, charge and spin comes out at 62.5 kcal per mole. The calculation puts the largest force on an atom at 2.48 eV/A. The LUMO energy is 0.66 eV. For the HOMO-LUMO gap, the calculation gives 9.4 eV. The structure (SMILES) is C=C/C=C/CC.O.O. As for the multiplicity: 1. Its total energy is -387.40784 Ha.

No. 5
Molecular formula: C23H26BrF5N2O2SSiW
Method: DFT, wB97M-V/def2-TZVPD

Geometry as XYZ:
```
62
Properties=species:S:1:pos:R:3
W 0.726 0.005 -0.593
C -1.150 5.453 -0.936
C -0.293 4.220 -0.948
C 1.031 4.255 -1.436
C 1.839 3.128 -1.477
C 1.235 1.988 -0.986
Br 2.915 -0.350 -1.646
N 0.023 1.959 -0.529
C -0.799 3.014 -0.493
H -0.579 6.331 -1.227
H -1.566 5.627 0.056
H -1.984 5.345 -1.631
H 1.412 5.201 -1.802
H 2.846 3.135 -1.867
H -1.800 2.879 -0.107
F -4.962 -2.314 -4.366
C -3.907 -1.807 -3.762
C -2.632 -2.210 -4.131
F -2.462 -3.104 -5.089
C -1.531 -1.674 -3.486
F -0.299 -2.047 -3.848
C -1.686 -0.746 -2.469
O -0.601 -0.192 -1.879
C -2.967 -0.334 -2.122
F -3.110 0.592 -1.171
C -4.076 -0.863 -2.755
F -5.289 -0.473 -2.409
C 0.510 -4.562 0.070
S 0.417 -3.349 -1.225
C 1.903 -3.739 -2.120
O 0.712 -2.035 -0.434
H 1.482 -4.503 0.556
H 0.361 -5.537 -0.394
H -0.299 -4.363 0.770
H 1.755 -4.746 -2.515
H 2.760 -3.702 -1.450
H 2.003 -3.035 -2.941
C 3.529 1.170 1.934
Si 2.423 -0.264 2.305
C 1.858 -0.385 4.062
C 3.098 -1.907 1.778
N 0.878 0.038 1.260
C -0.384 0.321 1.876
C -0.488 1.324 2.839
C -1.725 1.622 3.376
C -2.866 0.942 2.951
C -2.766 -0.028 1.971
C -1.527 -0.343 1.420
H 4.413 1.138 2.575
H 3.025 2.121 2.119
H 3.871 1.150 0.898
H 2.654 -0.902 4.607
H 0.955 -0.990 4.161
H 1.694 0.570 4.557
H 4.007 -2.091 2.357
H 3.360 -1.966 0.724
H 2.390 -2.701 2.025
H 0.393 1.868 3.153
H -1.806 2.387 4.137
H -3.826 1.171 3.393
H -3.648 -0.554 1.630
H -1.450 -1.143 0.682
```

For the HOMO energy, the calculation gives -0.5375 Ha. The energy above the lowest of the compared OMol25 structures with the same formula, charge and spin comes out at 0.0 kcal per mole. The calculation puts the largest force on an atom at 0.55 eV/A. The charge is +2. The LUMO energy is -7.40 eV. For the HOMO-LUMO gap, the calculation gives 7.2 eV. As for the multiplicity: 1. Its total energy is -4979.66263 Ha.

No. 6
Molecular formula: H4N2O2
Method: DFT, wB97M-V/def2-TZVPD

Geometry as XYZ:
```
8
Properties=species:S:1:pos:R:3
H 0.076 1.089 -1.116
N 1.133 1.174 -1.361
N 2.033 1.770 -1.087
H 2.889 1.938 -0.548
O -2.150 -1.091 1.250
O -0.957 -1.352 0.559
H -2.603 -1.932 1.041
H -0.421 -1.597 1.261
```

For the HOMO energy, the calculation gives -0.2228 Ha. The energy above the lowest of the compared OMol25 structures with the same formula, charge and spin comes out at 112.4 kcal per mole. The calculation puts the largest force on an atom at 14.20 eV/A. The LUMO energy is 0.96 eV. For the HOMO-LUMO gap, the calculation gives 7.0 eV. The structure (SMILES) is [H]/N=N/[H].OO. As for the multiplicity: 1. Its total energy is -262.07927 Ha.

No. 7
Molecular formula: C2H3IS
Method: DFT, wB97M-V/def2-TZVPD

Geometry as XYZ:
```
7
Properties=species:S:1:pos:R:3
C 0.686 -0.148 -0.021
C -0.728 0.181 -0.017
S 1.991 1.163 0.636
I 1.400 -2.073 -0.579
H -1.297 -0.744 -0.159
H -1.127 0.993 -0.870
H -0.925 0.628 1.010
```

For the HOMO energy (spin up / spin down), the calculation gives -0.2799 / -0.3507 Ha. The energy above the lowest of the compared OMol25 structures with the same formula, charge and spin comes out at 13.9 kcal per mole. The calculation puts the largest force on an atom at 3.56 eV/A. The LUMO energy (spin up / spin down) is -0.02 / -2.53 eV. Its expectation value of S² is 2.0087. For the HOMO-LUMO gap (spin up / spin down), the calculation gives 7.6 / 7.0 eV. As for the multiplicity: 3. Its total energy is -773.74820 Ha.

No. 8
Molecular formula: C45H108F30N4O4P7
Method: DFT, wB97M-V/def2-TZVPD

Geometry as XYZ:
```
198
Properties=species:S:1:pos:R:3
C 2.737 -2.842 -8.578
C 3.286 -1.517 -8.026
C 2.052 -0.560 -7.715
C 2.538 0.760 -7.048
P 1.424 2.212 -6.971
C 2.050 3.459 -5.832
C 2.448 3.056 -4.442
C 2.923 4.156 -3.504
C 4.151 4.907 -4.105
C -0.134 1.630 -6.331
C -1.305 2.654 -6.144
C -1.902 2.692 -4.691
C -2.492 1.371 -4.147
C 1.123 3.097 -8.500
C 0.950 2.214 -9.756
C 0.761 3.088 -10.972
C 0.115 2.305 -12.084
H 2.366 -2.612 -9.577
H 1.865 -3.310 -8.120
H 3.575 -3.474 -8.871
H 3.958 -1.064 -8.755
H 3.871 -1.583 -7.108
H 1.437 -1.154 -7.038
H 1.419 -0.246 -8.545
H 3.408 1.199 -7.536
H 3.044 0.490 -6.121
H 1.511 4.406 -5.791
H 2.922 3.763 -6.411
H 3.188 2.260 -4.525
H 1.616 2.534 -3.969
H 3.172 3.732 -2.531
H 2.192 4.894 -3.175
H 4.758 4.110 -4.535
H 4.726 5.498 -3.392
H 3.939 5.553 -4.957
H 0.006 1.209 -5.336
H -0.458 0.944 -7.114
H -2.173 2.630 -6.803
H -0.870 3.645 -6.273
H -2.716 3.417 -4.721
H -1.123 2.982 -3.987
H -1.768 0.556 -4.155
H -3.387 1.057 -4.683
H -2.786 1.632 -3.131
H 1.993 3.738 -8.646
H 0.296 3.794 -8.361
H 0.161 1.465 -9.682
H 1.699 1.447 -9.951
H 1.563 3.696 -11.391
H 0.017 3.837 -10.700
H -0.088 1.245 -11.937
H 0.745 2.377 -12.971
H -0.874 2.571 -12.455
C 4.127 -4.319 6.406
C 4.944 -3.079 6.229
C 4.221 -2.034 5.302
C 2.964 -1.356 5.875
P 3.301 0.391 6.464
C 1.770 0.872 7.233
C 1.748 2.325 7.764
C 0.339 2.758 8.308
C 0.490 4.152 9.004
C 4.527 0.288 7.832
C 5.294 1.562 8.064
C 6.254 1.412 9.228
C 7.345 2.454 9.321
C 3.852 1.481 5.091
C 2.792 1.733 4.036
C 3.151 2.672 2.936
C 2.070 2.854 1.806
H 4.124 -4.841 5.449
H 3.090 -3.995 6.492
H 4.322 -4.831 7.348
H 5.833 -3.477 5.739
H 5.213 -2.621 7.180
H 3.753 -2.662 4.544
H 4.816 -1.433 4.614
H 2.638 -1.837 6.797
H 2.063 -1.399 5.264
H 1.675 0.181 8.071
H 0.964 0.687 6.523
H 2.127 2.979 6.979
H 2.465 2.421 8.579
H -0.203 2.104 8.991
H -0.364 2.874 7.483
H -0.464 4.676 8.947
H 1.202 4.793 8.484
H 1.030 4.097 9.949
H 5.212 -0.498 7.514
H 4.115 -0.063 8.778
H 4.516 2.263 8.366
H 5.770 2.026 7.200
H 6.602 0.406 9.459
H 5.600 1.665 10.063
H 6.924 3.451 9.445
H 7.812 2.575 8.343
H 7.984 2.218 10.172
H 4.674 0.976 4.583
H 4.247 2.428 5.459
H 1.878 2.055 4.535
H 2.449 0.800 3.588
H 4.143 2.435 2.552
H 3.100 3.697 3.304
H 2.347 3.497 0.970
H 1.079 3.212 2.083
H 1.939 1.840 1.428
C -0.795 0.887 0.350
C -2.343 1.085 0.251
C -3.055 -0.290 0.030
O -2.814 -1.235 1.081
C -3.454 -2.522 0.899
N -2.773 1.727 1.555
H -2.294 2.611 1.653
H -3.760 1.920 1.652
H -2.417 1.212 2.348
H -0.337 1.864 0.195
H -0.485 0.217 -0.452
H -0.409 0.470 1.280
H -2.621 1.728 -0.584
H -2.644 -0.721 -0.883
H -4.135 -0.156 -0.038
H -2.970 -3.046 0.075
H -4.482 -2.468 0.540
H -3.269 -3.167 1.758
C 0.167 -3.367 2.676
C 1.514 -3.176 2.046
O 2.100 -2.077 2.089
N 2.026 -4.358 1.274
H 2.869 -4.699 1.714
H 1.330 -5.089 1.307
C 2.422 -3.940 -0.174
H 0.077 -2.445 3.250
H 0.120 -4.202 3.376
H -0.529 -3.603 1.871
H 2.952 -4.785 -0.615
H 3.109 -3.094 -0.161
H 1.511 -3.624 -0.682
C -7.065 -1.696 -0.892
C -6.426 -0.967 -2.014
O -5.224 -0.933 -2.263
N -7.399 -0.153 -2.868
H -8.211 0.192 -2.377
H -6.970 0.734 -3.091
C -7.876 -0.937 -4.082
H -6.540 -2.634 -0.712
H -8.073 -2.061 -1.085
H -7.113 -1.039 -0.024
H -8.670 -1.592 -3.724
H -7.017 -1.350 -4.612
H -8.341 -0.170 -4.702
C -5.144 -7.021 -1.614
C -4.986 -6.467 -0.176
O -5.740 -5.560 0.163
N -4.033 -7.230 0.817
H -4.291 -8.199 0.928
H -3.117 -7.182 0.394
C -4.157 -6.500 2.153
H -5.888 -7.813 -1.529
H -4.211 -7.521 -1.874
H -5.438 -6.401 -2.461
H -5.134 -6.792 2.537
H -3.902 -5.443 2.079
H -3.348 -6.977 2.708
P 1.667 -0.576 -2.478
F 2.096 0.082 -1.018
F 0.564 0.573 -2.772
F 2.909 0.272 -3.156
F 1.154 -1.360 -3.845
F 2.703 -1.852 -2.078
F 0.424 -1.346 -1.698
P -0.797 -5.989 -1.001
F -2.429 -5.766 -1.198
F -1.109 -7.497 -1.470
F -0.504 -5.600 -2.544
F 0.771 -6.306 -0.807
F -0.725 -4.463 -0.482
F -1.118 -6.308 0.562
P -6.727 1.710 1.939
F -5.330 2.126 2.674
F -7.578 1.803 3.229
F -7.096 3.306 1.818
F -8.082 1.456 1.045
F -5.968 1.528 0.518
F -6.685 0.087 2.199
P -1.831 5.365 -0.007
F -1.544 3.901 -0.659
F -0.560 5.944 -0.752
F -2.733 5.628 -1.293
F -2.136 6.927 0.477
F -3.126 4.722 0.778
F -0.909 5.054 1.285
P -1.905 0.003 5.019
F -2.867 -1.311 5.194
F -3.211 0.583 4.275
F -2.352 0.498 6.517
F -0.998 1.379 4.915
F -0.713 -0.857 5.787
F -1.348 -0.448 3.598
```

For the HOMO energy, the calculation gives -0.4060 Ha. The energy above the lowest of the compared OMol25 structures with the same formula, charge and spin comes out at 0.0 kcal per mole. The calculation puts the largest force on an atom at 4.95 eV/A. The charge is +1. The LUMO energy is -2.72 eV. For the HOMO-LUMO gap, the calculation gives 8.3 eV. As for the multiplicity: 1. Its total energy is -7685.49799 Ha.